Formula: C17H15N3O5S
Source: OMol25
Level of theory: ωB97M-V/def2-TZVPD

Structure (XYZ):
```
41
Properties=species:S:1:pos:R:3
C 1.50 3.14 0.63
C 2.49 2.75 -0.42
C 3.50 3.63 -0.78
C 4.44 3.30 -1.74
C 4.37 2.06 -2.37
C 5.38 1.73 -3.40
O 6.29 2.45 -3.72
O 5.18 0.53 -3.97
C 3.37 1.16 -2.02
C 2.44 1.49 -1.05
N 1.40 0.64 -0.67
C 1.22 -0.67 -0.86
S 2.21 -1.77 -1.59
N 0.02 -1.19 -0.35
C -0.97 -0.55 0.33
O -0.93 0.63 0.63
C -2.13 -1.42 0.70
C -2.53 -2.52 -0.06
C -3.62 -3.25 0.35
C -4.31 -2.91 1.52
N -5.43 -3.75 1.87
O -5.83 -3.73 3.01
O -5.90 -4.44 0.99
C -3.94 -1.80 2.29
C -4.65 -1.36 3.52
C -2.84 -1.07 1.84
H 1.73 4.13 1.02
H 1.51 2.44 1.46
H 0.48 3.17 0.22
H 3.55 4.60 -0.30
H 5.22 3.98 -2.02
H 5.88 0.36 -4.63
H 3.33 0.20 -2.52
H 0.66 1.08 -0.12
H -0.06 -2.19 -0.51
H -2.03 -2.78 -0.97
H -3.97 -4.10 -0.21
H -4.31 -0.38 3.83
H -5.73 -1.34 3.36
H -4.47 -2.07 4.33
H -2.52 -0.19 2.39
```

As for the SMILES: Cc1ccc(C(=O)O)cc1NC(=S)NC(=O)c1ccc([N+](=O)[O-])c(C)c1. Its HOMO energy is -8.66 eV. As for the lowest unoccupied orbital energy: -1.21 eV. For the relative energy (zero: lowest compared OMol25 entry of this formula, charge and spin), the calculation gives 0.000 eV. As for the orbital gap: 7.449 eV. For the total energy, the calculation gives -1595.460739 hartree.

=====

Formula: C26H30BaClNO5SSe2Te
Source: OMol25
Level of theory: ωB97M-V/def2-TZVPD

Structure (XYZ):
```
68
Properties=species:S:1:pos:R:3
Ba -2.34 0.09 0.19
O -2.50 2.48 -3.87
C -2.32 2.16 -2.67
O -1.56 1.31 -2.16
C -3.06 2.97 -1.67
C -3.58 4.23 -2.09
C -4.34 4.90 -1.11
C -4.47 4.39 0.17
C -3.99 3.12 0.44
N -3.26 2.45 -0.49
C -4.21 2.38 1.73
O -4.74 3.10 2.54
O -3.79 1.19 1.75
H -3.28 4.52 -3.09
H -4.81 5.81 -1.43
H -4.94 5.08 0.85
C -1.01 -1.20 -4.11
Se 0.72 -0.85 -3.35
C 0.97 -2.73 -2.92
C 2.41 -3.33 -3.09
Se 3.78 -2.71 -1.91
C 4.77 -1.48 -2.96
H -1.19 -1.91 -4.89
H -1.39 -0.29 -4.63
H -1.75 -1.34 -3.30
H 0.31 -3.32 -3.53
H 0.59 -2.81 -1.87
H 2.68 -2.98 -4.06
H 2.29 -4.44 -3.00
H 4.25 -0.64 -3.34
H 5.23 -2.02 -3.80
H 5.54 -1.06 -2.26
Cl 5.44 -1.48 5.33
C 5.63 -0.72 3.77
C 5.79 0.62 3.65
C 5.64 1.29 2.40
C 5.21 0.52 1.21
C 4.85 1.22 0.02
C 5.15 -0.85 1.38
C 5.28 -1.52 2.67
H 6.10 1.26 4.42
H 5.38 2.34 2.33
H 4.91 2.27 -0.08
H 4.51 0.69 -0.84
H 5.01 -1.40 0.60
H 5.16 -2.67 2.73
Te -4.66 -2.34 -1.06
C -4.96 -2.83 0.95
C -3.96 -3.58 1.65
C -4.17 -3.95 2.94
C -5.41 -3.67 3.63
C -6.35 -2.99 2.89
C -6.13 -2.52 1.61
H -3.00 -3.87 1.29
H -3.37 -4.38 3.59
H -5.60 -4.06 4.59
H -7.21 -2.77 3.40
H -6.85 -1.90 1.12
C 2.22 1.95 2.07
S 1.54 0.99 0.74
C 1.45 2.34 -0.51
O 0.07 0.73 1.03
H 3.29 1.88 1.99
H 1.72 1.75 3.01
H 1.98 2.96 1.69
H 0.59 2.15 -1.10
H 2.30 2.18 -1.23
H 1.44 3.33 0.02
```

Its HOMO energy (spin up / spin down) is -1.05 / -1.05 eV. As for the lowest unoccupied orbital energy (spin up / spin down): 3.80 / 3.80 eV. For the relative energy (zero: lowest compared OMol25 entry of this formula, charge and spin), the calculation gives 1.720 eV. The net charge is -2. As for the orbital gap (spin up / spin down): 4.849 / 4.848 eV. For the total energy, the calculation gives -7394.499114 hartree.

=====

Formula: C4H5NO2
Source: OMol25
Level of theory: ωB97M-V/def2-TZVPD

Structure (XYZ):
```
12
Properties=species:S:1:pos:R:3
O 1.90 -1.09 1.47
C 1.61 -0.79 0.34
C 0.19 -0.54 -0.14
C -0.76 0.12 0.84
N -1.58 0.93 -0.10
C -0.87 1.06 -1.14
O 0.32 0.42 -1.21
H 2.40 -0.54 -0.41
H -0.48 -1.31 -0.57
H -1.34 -0.64 1.35
H -0.29 0.76 1.60
H -1.11 1.62 -2.03
```

As for the SMILES: O=C[C@H]1CN=CO1. Its HOMO energy is -10.18 eV. As for the lowest unoccupied orbital energy: 0.61 eV. For the relative energy (zero: lowest compared OMol25 entry of this formula, charge and spin), the calculation gives 1.617 eV. As for the orbital gap: 10.787 eV. For the total energy, the calculation gives -360.609998 hartree.

=====

Formula: C3H11N2
Source: OMol25
Level of theory: ωB97M-V/def2-TZVPD

Structure (XYZ):
```
16
Properties=species:S:1:pos:R:3
N 0.62 -2.32 1.12
H -0.26 -2.43 0.63
H 0.59 -2.85 1.99
H 1.37 -2.70 0.55
H 0.74 -0.99 1.23
C -1.21 1.45 -1.89
C -0.78 1.11 -0.49
C 0.44 0.71 -0.18
N 0.83 0.33 1.16
H -0.39 1.26 -2.58
H -2.04 0.80 -2.17
H -1.57 2.48 -1.92
H -1.53 1.17 0.30
H 1.20 0.63 -0.94
H 1.79 0.58 1.35
H 0.21 0.77 1.83
```

Its HOMO energy is -13.54 eV. As for the lowest unoccupied orbital energy: -3.22 eV. For the relative energy (zero: lowest compared OMol25 entry of this formula, charge and spin), the calculation gives 0.509 eV. The net charge is +1. As for the orbital gap: 10.320 eV. For the total energy, the calculation gives -230.163655 hartree.

=====

Formula: C2H6NO5S2
Source: OMol25
Level of theory: ωB97M-V/def2-TZVPD

Structure (XYZ):
```
16
Properties=species:S:1:pos:R:3
C -0.53 -0.68 -1.23
C 1.57 -1.24 0.08
N 0.92 -0.52 -1.03
O -3.83 -1.02 0.46
O -0.03 0.95 0.83
O -1.45 3.40 -0.14
O -1.30 -1.30 -0.42
O -2.58 0.97 -0.51
S 0.10 0.95 -0.63
S -2.65 -0.15 0.45
H -2.26 2.95 -0.41
H -0.88 -0.43 -2.36
H -0.83 2.77 0.34
H 2.45 -1.87 -0.29
H 1.92 -0.54 0.77
H 0.93 -1.89 0.59
```

Its HOMO energy is -4.15 eV. As for the lowest unoccupied orbital energy: 3.47 eV. For the relative energy (zero: lowest compared OMol25 entry of this formula, charge and spin), the calculation gives 1.310 eV. The net charge is -1. As for the orbital gap: 7.622 eV. For the total energy, the calculation gives -1307.125400 hartree.

=====

Formula: C7H8N5
Source: OMol25
Level of theory: ωB97M-V/def2-TZVPD

Structure (XYZ):
```
20
Properties=species:S:1:pos:R:3
C 2.06 1.07 0.94
C -3.38 -0.39 1.04
C 3.14 0.19 1.14
C -3.81 0.69 0.30
C 1.20 0.77 -0.05
C 2.58 -1.03 -0.59
C -2.24 -0.49 0.37
N 3.40 -0.85 0.36
N -2.83 0.94 -0.69
N -1.75 0.17 -0.63
N 1.33 -0.37 -0.76
N 0.41 -0.76 -1.62
H 1.98 2.08 1.44
H -3.91 -0.93 1.80
H 3.90 0.39 1.75
H -4.86 1.12 0.15
H 0.23 1.09 -0.14
H 2.58 -1.84 -1.29
H -0.59 -0.12 -1.54
H 0.56 -1.73 -1.97
```

Its HOMO energy is -13.16 eV. As for the lowest unoccupied orbital energy: -5.68 eV. For the relative energy (zero: lowest compared OMol25 entry of this formula, charge and spin), the calculation gives 6.552 eV. The net charge is +1. As for the orbital gap: 7.486 eV. For the total energy, the calculation gives -544.786581 hartree.

=====

Formula: C17H23AlCl5NO2P2
Source: OMol25
Level of theory: ωB97M-V/def2-TZVPD

Structure (XYZ):
```
51
Properties=species:S:1:pos:R:3
Al 0.67 0.12 -0.36
P 1.57 -1.40 -1.77
C 0.12 -2.52 -1.78
C -1.02 -2.11 -0.86
N -0.96 -0.95 -0.17
C -1.95 -0.58 0.69
C -3.03 -1.43 0.87
C -3.14 -2.59 0.11
C -2.14 -2.91 -0.80
C -1.75 0.60 1.63
P -1.63 2.35 1.13
H -2.17 -3.80 -1.43
H -3.77 -1.16 1.62
H -4.00 -3.26 0.23
H -2.64 0.61 2.30
H -0.88 0.38 2.27
H -0.24 -2.53 -2.81
H 0.43 -3.55 -1.55
H -3.85 0.19 -4.25
O -3.47 0.55 -5.06
H -2.75 -0.08 -5.28
H -0.54 2.64 0.28
O 0.01 1.45 -1.32
H 0.65 2.14 -1.58
C -3.07 2.81 0.17
H -3.99 2.78 0.78
H -2.92 3.84 -0.19
H -3.15 2.14 -0.70
C -1.45 3.35 2.60
H -1.09 4.35 2.31
H -2.41 3.45 3.12
H -0.71 2.90 3.28
C 3.01 -2.33 -1.21
H 3.28 -3.08 -1.97
H 3.85 -1.63 -1.08
H 2.79 -2.83 -0.26
C 1.81 -0.78 -3.45
H 2.70 -0.14 -3.46
H 1.97 -1.63 -4.13
H 0.95 -0.19 -3.79
Cl 2.81 2.60 -0.08
C 2.90 1.40 1.16
C 1.98 0.35 1.14
C 2.05 -0.61 2.15
Cl 1.02 -2.01 2.07
C 2.99 -0.52 3.21
Cl 2.99 -1.65 4.49
C 3.96 0.51 3.18
Cl 5.19 0.56 4.36
C 3.91 1.49 2.15
Cl 5.10 2.72 2.08
```

Its HOMO energy is -14.15 eV. As for the lowest unoccupied orbital energy: -6.44 eV. For the relative energy (zero: lowest compared OMol25 entry of this formula, charge and spin), the calculation gives 0.000 eV. The net charge is +2. As for the orbital gap: 7.714 eV. For the total energy, the calculation gives -4092.542361 hartree.

=====

Formula: C6H16NO3
Source: OMol25
Level of theory: ωB97M-V/def2-TZVPD

Structure (XYZ):
```
26
Properties=species:S:1:pos:R:3
C 2.15 -1.11 1.03
O 2.49 -1.79 -0.15
C 0.72 -0.55 1.15
C 0.61 0.87 0.57
C -0.77 1.49 0.72
C -1.72 1.10 -0.10
N -3.11 1.39 -0.04
C -1.01 2.37 1.91
H 2.90 -0.32 1.28
H 2.32 -1.85 1.85
H 0.13 -1.15 0.46
H 0.36 -0.72 2.16
H 1.32 1.53 1.07
H 0.89 0.78 -0.48
H -1.42 0.51 -0.94
H -3.36 2.01 0.75
H -3.56 0.50 0.16
H -1.97 2.89 1.97
H -0.28 3.16 1.87
H -0.91 1.89 2.90
H 1.84 -1.75 -2.91
H 1.90 -1.56 -1.04
O 1.46 -1.10 -2.29
H -1.14 -2.22 -3.07
H 0.03 -1.69 -2.13
O -1.02 -1.84 -2.19
```

Its HOMO energy (spin up / spin down) is 3.62 / -1.65 eV. As for the lowest unoccupied orbital energy (spin up / spin down): 6.02 / 5.95 eV. For the relative energy (zero: lowest compared OMol25 entry of this formula, charge and spin), the calculation gives 0.000 eV. The net charge is -2. The spin multiplicity is 2. As for the orbital gap (spin up / spin down): 2.397 / 7.597 eV. For the total energy, the calculation gives -518.553663 hartree.

=====

Formula: C22H20CoF6IN6O4P
Source: OMol25
Level of theory: ωB97M-V/def2-TZVPD

Structure (XYZ):
```
61
Properties=species:S:1:pos:R:3
Co 0.13 -0.57 -0.15
O -1.65 -1.16 -0.12
C -2.32 -1.58 -1.13
C -3.60 -2.17 -0.92
C -4.37 -2.60 -1.96
C -3.94 -2.47 -3.29
C -2.72 -1.91 -3.54
C -1.89 -1.46 -2.49
C -0.65 -0.84 -2.83
N 0.25 -0.45 -2.01
C 1.47 0.22 -2.49
C 2.15 0.88 -1.30
N 1.95 -0.06 -0.22
C 2.91 -0.67 0.36
C 2.74 -1.90 1.08
C 3.74 -2.38 1.94
C 3.65 -3.62 2.51
C 2.55 -4.43 2.19
C 1.56 -4.00 1.34
C 1.61 -2.71 0.77
O 0.65 -2.35 -0.04
H -3.92 -2.27 0.11
H -5.34 -3.04 -1.75
H -4.57 -2.81 -4.11
H -2.37 -1.78 -4.55
H -0.46 -0.68 -3.89
H 2.12 -0.53 -2.93
H 1.21 0.97 -3.25
H 3.21 1.06 -1.49
H 1.68 1.82 -1.03
H 3.92 -0.28 0.22
H 4.59 -1.74 2.15
H 4.41 -3.98 3.19
H 2.47 -5.42 2.64
H 0.71 -4.62 1.11
N 0.21 3.26 2.23
C 1.22 3.59 1.40
O 2.04 2.78 0.99
C 1.35 5.03 0.96
I -0.47 6.11 0.69
H 0.14 2.31 2.56
H -0.45 3.95 2.54
H 1.85 5.04 -0.01
H 1.93 5.60 1.69
F 0.12 -0.53 1.86
P -0.38 -0.40 3.48
F 0.64 -1.58 3.84
F -0.85 -0.25 5.00
F -1.53 -1.47 3.17
F 0.80 0.69 3.68
F -1.37 0.80 3.01
N -2.68 1.52 -0.12
C -1.45 1.83 -0.58
O -0.44 1.25 -0.05
C -1.32 2.80 -1.60
C -0.07 3.26 -2.04
N 0.96 3.64 -2.41
C -2.48 3.43 -2.11
N -3.42 3.95 -2.53
H -3.49 2.05 -0.39
H -2.72 0.85 0.63
```

Its HOMO energy is -5.64 eV. As for the lowest unoccupied orbital energy: 2.23 eV. For the relative energy (zero: lowest compared OMol25 entry of this formula, charge and spin), the calculation gives 0.000 eV. The net charge is -1. As for the orbital gap: 7.867 eV. For the total energy, the calculation gives -4101.287789 hartree.

=====

Formula: C33H30FeNOS
Source: OMol25
Level of theory: ωB97M-V/def2-TZVPD

Structure (XYZ):
```
67
Properties=species:S:1:pos:R:3
C -1.51 0.07 1.03
O -0.32 -0.31 0.33
C -0.33 -0.23 -1.04
C -0.06 1.05 -1.71
C -1.11 1.77 -2.34
C -0.87 2.97 -3.00
C 0.42 3.52 -3.02
C 1.47 2.81 -2.43
C 1.23 1.60 -1.80
C -0.96 -1.29 -1.74
N -1.14 -1.41 -3.11
C -0.32 -0.72 -4.10
C -2.08 -2.37 -3.52
C -2.63 -3.04 -2.43
C -3.60 -4.03 -2.64
C -3.99 -4.36 -3.95
C -3.41 -3.70 -5.04
C -2.45 -2.70 -4.84
S -1.96 -2.50 -0.90
H -1.48 -0.41 2.01
H -1.54 1.16 1.14
H -2.38 -0.28 0.47
H -2.12 1.34 -2.33
H -1.69 3.50 -3.49
H 0.60 4.48 -3.52
H 2.48 3.22 -2.45
H 2.06 1.00 -1.43
H -0.28 -1.38 -4.96
H -0.78 0.22 -4.42
H 0.70 -0.55 -3.73
H -4.03 -4.54 -1.78
H -4.76 -5.13 -4.12
H -3.72 -3.97 -6.05
H -2.00 -2.20 -5.69
C 0.11 2.06 5.82
C 0.31 0.69 5.41
C -0.62 0.40 4.34
C -1.39 1.60 4.07
C -0.94 2.63 5.00
Fe 0.53 1.97 3.88
C 1.03 3.39 2.56
C 1.99 3.28 3.64
C 2.46 1.92 3.68
C 1.80 1.15 2.59
C 1.73 -0.29 2.38
C 2.21 -1.08 1.33
C 2.24 -2.50 1.51
C 2.52 -3.32 0.44
C 2.83 -2.76 -0.82
C 2.96 -1.36 -0.95
C 2.76 -0.53 0.14
C 0.96 2.12 1.90
H 0.58 2.54 6.68
H 0.95 -0.04 5.90
H -0.81 -0.59 3.91
H -2.23 1.68 3.39
H -1.39 3.61 5.11
H 0.55 4.30 2.19
H 2.34 4.12 4.26
H 3.24 1.53 4.34
H 1.67 -0.86 3.34
H 2.05 -2.88 2.52
H 2.50 -4.41 0.57
H 2.94 -3.41 -1.69
H 3.22 -0.93 -1.92
H 3.02 0.52 0.15
H 0.49 1.88 0.95
```

Its HOMO energy (spin up / spin down) is -0.52 / -3.23 eV. As for the lowest unoccupied orbital energy (spin up / spin down): 2.34 / 1.17 eV. For the relative energy (zero: lowest compared OMol25 entry of this formula, charge and spin), the calculation gives 4.197 eV. The net charge is -1. The spin multiplicity is 5. As for the orbital gap (spin up / spin down): 2.857 / 4.406 eV. For the total energy, the calculation gives -3067.114146 hartree.

=====

Formula: C31H39F18GeN2O6S2Si3Ti
Source: OMol25
Level of theory: ωB97M-V/def2-TZVPD

Structure (XYZ):
```
103
Properties=species:S:1:pos:R:3
Ti 0.85 -0.26 -0.20
C 3.67 5.77 -2.93
C 3.03 4.43 -2.67
C 2.97 3.44 -3.64
C 2.39 2.22 -3.38
C 1.83 1.90 -2.14
N 1.27 0.63 -1.90
C 1.56 -0.30 -2.95
C 0.78 -0.29 -4.09
C 1.11 -1.07 -5.18
C 2.25 -1.87 -5.16
C 2.63 -2.73 -6.33
C 3.01 -1.90 -4.00
C 2.67 -1.15 -2.87
C 3.38 -1.29 -1.52
O 2.48 -1.28 -0.47
C 4.47 -0.18 -1.31
F 5.03 0.18 -2.47
F 5.47 -0.58 -0.50
F 3.95 0.91 -0.75
C 4.16 -2.65 -1.43
F 5.31 -2.59 -2.15
F 3.47 -3.68 -1.90
F 4.49 -2.93 -0.17
C 1.91 2.90 -1.15
C 2.49 4.13 -1.43
C 1.34 2.63 0.24
O 1.39 1.30 0.60
C 2.14 3.35 1.36
F 1.96 4.69 1.42
F 1.78 2.89 2.57
F 3.44 3.12 1.22
C -0.13 3.13 0.21
F -0.82 2.55 -0.77
F -0.76 2.88 1.37
F -0.20 4.46 0.01
H 3.97 5.86 -3.98
H 4.56 5.91 -2.31
H 2.98 6.59 -2.71
H 3.40 3.62 -4.63
H 2.39 1.49 -4.18
H -0.07 0.38 -4.11
H 0.48 -1.05 -6.07
H 2.05 -2.46 -7.22
H 2.43 -3.78 -6.11
H 3.69 -2.63 -6.56
H 3.88 -2.54 -3.98
H 2.53 4.89 -0.67
F -2.07 -4.53 -1.09
C -1.34 -4.20 -0.03
F -0.71 -5.30 0.41
F -2.10 -3.76 0.95
S 0.04 -3.03 -0.54
O 0.38 -2.31 0.69
O 0.99 -3.94 -1.08
N -0.36 -1.92 -1.60
S -1.87 -1.27 -1.69
O -0.98 0.01 0.40
O -2.80 -1.94 -0.77
C -2.36 -2.09 -3.33
F -3.69 -2.20 -3.37
F -1.99 -1.31 -4.35
F -1.85 -3.31 -3.52
C -4.81 -2.37 1.26
Si -4.20 -0.60 1.40
C -5.39 0.13 2.67
C -4.55 0.48 -0.11
Ge -1.85 -0.28 1.99
Si -0.51 -1.69 3.46
C 1.23 -0.97 3.34
C -0.39 -3.57 3.35
C -1.07 -1.50 5.26
Si -2.20 1.53 3.60
C -0.72 2.20 4.57
C -3.15 3.07 3.04
C -3.30 0.74 4.94
H -5.91 -2.38 1.25
H -4.48 -2.93 2.14
H -4.44 -2.88 0.37
H -6.38 0.08 2.21
H -5.19 1.17 2.92
H -5.44 -0.44 3.60
H -5.62 0.71 -0.16
H -4.25 0.04 -1.05
H -4.02 1.43 0.00
H 1.75 -1.30 2.44
H 1.83 -1.31 4.19
H 1.22 0.13 3.36
H 0.13 -3.94 2.48
H -1.38 -4.04 3.40
H 0.16 -3.89 4.24
H -1.15 -0.49 5.64
H -0.32 -2.03 5.86
H -2.02 -2.01 5.41
H -0.02 2.74 3.94
H -0.18 1.41 5.09
H -1.10 2.89 5.32
H -2.48 3.86 2.70
H -3.72 3.45 3.89
H -3.86 2.86 2.23
H -3.44 -0.34 4.82
H -4.29 1.20 4.93
H -2.87 0.91 5.92
```

Its HOMO energy is -5.67 eV. As for the lowest unoccupied orbital energy: 2.15 eV. For the relative energy (zero: lowest compared OMol25 entry of this formula, charge and spin), the calculation gives 0.113 eV. The net charge is -1. As for the orbital gap: 7.818 eV. For the total energy, the calculation gives -8154.856755 hartree.

=====

Formula: C3H4CdLiO4
Source: OMol25
Level of theory: ωB97M-V/def2-TZVPD

Structure (XYZ):
```
13
Properties=species:S:1:pos:R:3
O 1.86 0.72 -0.88
O -0.52 1.37 0.53
C -1.51 0.35 0.31
C -0.83 -0.99 -0.02
O 0.27 -0.81 -0.91
C 1.30 -0.17 -0.22
H -2.15 0.25 1.19
H -2.16 0.65 -0.51
H -1.56 -1.67 -0.46
H -0.51 -1.49 0.89
O 2.28 -1.01 0.29
Li 0.34 2.10 -0.81
Cd 3.18 0.70 0.60
```

Its HOMO energy (spin up / spin down) is -12.74 / -12.74 eV. As for the lowest unoccupied orbital energy (spin up / spin down): -7.54 / -7.54 eV. For the relative energy (zero: lowest compared OMol25 entry of this formula, charge and spin), the calculation gives 2.772 eV. The net charge is +1. As for the orbital gap (spin up / spin down): 5.199 / 5.200 eV. For the total energy, the calculation gives -592.561572 hartree.